A molecular structure, C31H35AsFeIN2O2Si2, computed with ωB97M-V/def2-TZVPD.

Each line ends with the Mulliken charge.
Cartesian coordinates (Å):
1 I -2.749 -1.087 1.567  0.147
2 As -0.219 1.741 0.515  0.131
3 Fe -0.994 -0.307 -0.366  -0.924
4 Si 1.102 1.570 2.455  0.526
5 Si -1.832 3.424 0.841  0.213
6 O 0.532 -2.085 1.569  -0.460
7 O -0.043 -2.432 -2.933  -0.695
8 N 0.178 -1.866 -0.684  -0.494
9 N 0.715 -3.933 -1.359  0.003
10 C -0.845 -4.834 1.638  0.195
11 C 2.639 0.672 1.940  -0.736
12 C -6.413 -0.284 -1.488  -0.882
13 C -3.553 0.500 -3.720  -0.904
14 C 0.990 -3.971 0.060  3.415
15 C -4.833 0.326 -3.285  -0.895
16 C 0.181 -5.076 0.737  -0.407
17 C -2.466 0.294 -2.837  0.006
18 C -0.973 5.065 1.006  -1.001
19 C 0.487 -6.393 0.400  -0.364
20 C -2.644 -0.087 -1.527  0.120
21 C 0.538 -2.540 0.434  -0.334
22 C -5.588 -0.915 0.682  -0.765
23 C 4.197 -4.346 2.066  -0.855
24 C 2.858 -4.242 1.730  -0.207
25 C -5.088 -0.083 -1.953  0.990
26 C -4.318 -0.721 0.235  0.679
27 C -2.946 3.459 -0.639  -0.755
28 C -6.662 -0.686 -0.211  -0.547
29 C -1.265 -7.200 1.833  -0.427
30 C 0.138 0.551 3.677  -0.535
31 C 3.451 -4.052 -0.588  -0.360
32 C 2.476 -4.099 0.397  -0.491
33 C -2.794 3.041 2.382  -0.823
34 C -0.230 -7.448 0.937  -0.877
35 C -3.984 -0.295 -1.083  0.586
36 C 0.237 -2.723 -1.795  -0.086
37 C 1.510 3.234 3.177  -1.153
38 C 5.173 -4.314 1.075  -0.435
39 C 4.796 -4.164 -0.250  -0.839
40 C -1.566 -5.894 2.181  -0.965
41 H 0.020 -8.465 0.662  0.394
42 H 4.482 -4.454 3.105  0.423
43 H -3.465 2.510 -0.787  0.069
44 H 1.876 3.933 2.423  0.332
45 H 6.219 -4.406 1.337  0.398
46 H -0.894 0.895 3.780  0.195
47 H -3.573 3.799 2.510  0.404
48 H -1.463 0.434 -3.228  0.395
49 H -2.366 -5.691 2.881  0.443
50 H -2.378 3.667 -1.549  0.283
51 H 1.308 -6.596 -0.281  0.416
52 H 0.844 -4.703 -1.992  0.244
53 H 0.618 0.612 4.659  0.413
54 H -2.158 3.055 3.271  0.253
55 H -1.825 -8.022 2.259  0.392
56 H -3.692 4.250 -0.512  0.393
57 H -1.726 5.842 1.171  0.324
58 H 3.232 1.273 1.248  0.318
59 H 5.548 -4.130 -1.028  0.404
60 H 3.257 0.443 2.813  0.320
61 H -5.782 -1.239 1.695  0.420
62 H -5.673 0.487 -3.952  0.372
63 H -7.234 -0.114 -2.175  0.376
64 H 2.098 -4.264 2.501  0.448
65 H -3.366 0.797 -4.745  0.403
66 H -3.274 2.061 2.322  0.156
67 H 2.298 3.100 3.924  0.361
68 H -1.077 -3.822 1.932  0.290
69 H 2.380 -0.269 1.450  -0.024
70 H 3.166 -3.913 -1.623  0.420
71 H 0.124 -0.497 3.366  -0.056
72 H 0.648 3.684 3.675  0.275
73 H -0.268 5.090 1.838  0.270
74 H -0.426 5.310 0.093  0.299
75 H -7.677 -0.840 0.131  0.381

Output
Expectation value of S²: 8.7760
Kohn-Sham gap (alpha / beta): 8.3193 / 6.5628 eV
LUMO energy (alpha / beta): 0.5 / -1.6 eV
Multiplicity: 6
Relative energy (zero: lowest compared OMol25 entry of this formula, charge and spin): 0.00 kJ/mol
HOMO energy (alpha / beta): -0.289 / -0.300 Ha
Energy: -5838.5607 hartree